Record 1
A structure of composition C58H49BrGaN2O3P2S in a non-equilibrium geometry. Source: the Open Molecules 2025 dataset; level of theory: the ωB97M-V functional and the def2-TZVPD basis.

Positions of all 117 atoms, in Å:
Ga (-1.227, -2.917, -0.599)
O (1.566, 1.354, -0.297)
S (0.509, 2.365, 0.523)
C (-0.257, 3.094, -0.804)
C (0.619, 3.770, -1.673)
C (0.157, 4.577, -2.703)
C (-1.205, 4.767, -2.836)
C (-2.019, 5.596, -3.785)
C (-3.495, 5.381, -3.352)
C (-3.430, 4.369, -2.255)
C (-4.417, 3.751, -1.508)
C (-4.048, 2.743, -0.631)
C (-2.725, 2.455, -0.327)
P (-2.283, 0.966, 0.678)
C (-2.133, 1.724, 2.358)
C (-2.205, 3.111, 2.555)
C (-1.937, 3.678, 3.786)
C (-1.575, 2.844, 4.842)
C (-1.392, 1.487, 4.622)
C (-1.696, 0.920, 3.402)
C (-3.827, 0.076, 0.807)
C (-4.200, -0.538, -0.388)
C (-5.383, -1.192, -0.497)
C (-6.212, -1.327, 0.616)
C (-5.810, -0.835, 1.858)
C (-4.641, -0.106, 1.932)
C (-1.690, 3.174, -0.940)
C (-2.101, 4.098, -1.936)
C (1.578, 3.555, 1.149)
C (1.145, 4.854, 1.326)
C (1.917, 5.762, 2.064)
C (3.026, 5.347, 2.735)
C (3.979, 6.080, 3.654)
C (5.009, 4.966, 4.074)
C (4.529, 3.696, 3.394)
C (5.013, 2.416, 3.473)
C (4.437, 1.477, 2.590)
C (3.418, 1.782, 1.684)
P (2.888, 0.595, 0.422)
C (3.973, 0.212, -0.925)
C (5.337, 0.244, -0.689)
C (6.198, -0.346, -1.598)
C (5.723, -0.907, -2.788)
C (4.334, -1.001, -2.969)
C (3.451, -0.403, -2.077)
C (2.403, -0.887, 1.269)
C (3.263, -1.974, 1.069)
C (2.961, -3.163, 1.762)
C (1.825, -3.260, 2.559)
C (0.947, -2.189, 2.573)
C (1.226, -1.012, 1.991)
C (2.758, 3.066, 1.773)
C (3.446, 3.994, 2.570)
H (1.687, 3.590, -1.468)
H (0.848, 4.978, -3.450)
H (-1.845, 5.196, -4.835)
H (-1.685, 6.633, -3.821)
H (-4.027, 4.997, -4.193)
H (-3.993, 6.283, -3.022)
H (-5.503, 3.881, -1.743)
H (-4.816, 2.061, -0.117)
H (-2.428, 3.791, 1.735)
H (-2.036, 4.745, 3.952)
H (-1.365, 3.175, 5.861)
H (-0.991, 0.846, 5.422)
H (-1.482, -0.113, 3.163)
H (-3.563, -0.447, -1.294)
H (-5.689, -1.625, -1.435)
H (-7.133, -1.838, 0.619)
H (-6.450, -0.909, 2.738)
H (-4.330, 0.299, 2.942)
H (0.222, 5.208, 0.846)
H (1.511, 6.761, 2.164)
H (3.523, 6.562, 4.494)
H (4.526, 6.889, 3.110)
H (5.129, 4.799, 5.121)
H (5.976, 5.169, 3.720)
H (5.880, 2.074, 4.102)
H (4.834, 0.463, 2.613)
H (5.704, 0.707, 0.195)
H (7.278, -0.267, -1.434)
H (6.429, -1.334, -3.526)
H (3.915, -1.443, -3.828)
H (2.350, -0.505, -2.185)
H (4.119, -1.964, 0.372)
H (3.611, -4.006, 1.659)
H (1.603, -4.201, 3.083)
H (-0.044, -2.322, 3.003)
H (0.470, -0.210, 2.034)
Br (-3.868, -3.726, 1.225)
C (-4.226, -4.072, -0.594)
C (-5.386, -4.777, -0.877)
C (-5.694, -5.117, -2.175)
C (-4.799, -4.740, -3.193)
C (-3.706, -3.952, -2.807)
N (-3.413, -3.633, -1.531)
H (-6.052, -5.095, -0.098)
H (-6.591, -5.683, -2.451)
H (-5.008, -5.016, -4.236)
H (-3.043, -3.516, -3.549)
O (-0.369, -3.932, -2.276)
C (-0.108, -5.092, -1.883)
O (-0.344, -5.557, -0.762)
C (0.535, -6.070, -2.924)
N (0.452, -7.419, -2.251)
C (1.842, -7.905, -2.061)
C (2.758, -6.675, -2.217)
C (1.996, -5.875, -3.272)
H (-0.042, -6.087, -3.841)
H (-0.182, -8.055, -2.766)
H (0.078, -7.060, -1.305)
H (2.113, -8.623, -2.832)
H (1.920, -8.361, -1.083)
H (3.756, -6.973, -2.551)
H (2.939, -6.132, -1.273)
H (2.204, -6.258, -4.268)
H (2.274, -4.809, -3.281)

Calculated values
calculated total energy	-8153.72364	a.u.
net charge	+3
HOMO energy	-14.0	eV
M	1065.68	g/mol

Record 2
A structure of composition C58H49FInO20Si in a non-equilibrium geometry. Source: the Open Molecules 2025 dataset; level of theory: the ωB97M-V functional and the def2-TZVPD basis.

Positions of all 130 atoms, in Å:
C (6.263, -2.364, 1.145)
Si (6.248, -0.445, 0.845)
C (7.168, -0.130, -0.797)
C (7.206, 0.421, 2.288)
In (3.841, 0.414, 0.936)
F (3.873, 2.513, 0.979)
C (2.469, -0.381, -0.670)
O (1.372, -1.092, -0.016)
O (0.594, -0.040, 0.558)
H (7.133, -2.786, 0.612)
H (5.316, -2.753, 0.715)
H (6.350, -2.554, 2.227)
H (7.229, 0.938, -1.079)
H (8.226, -0.469, -0.647)
H (6.780, -0.698, -1.664)
H (6.521, 1.088, 2.853)
H (8.019, 1.077, 1.912)
H (7.580, -0.336, 3.000)
H (3.175, -0.103, 2.545)
H (1.982, 0.477, -1.198)
H (2.948, -1.000, -1.449)
H (-0.118, -0.461, 1.048)
C (-1.570, 4.309, 2.977)
C (-1.816, 3.115, 3.514)
C (-0.811, 2.026, 3.447)
O (-1.028, 0.927, 3.934)
C (0.470, 2.317, 2.768)
C (0.715, 3.512, 2.233)
C (-0.286, 4.599, 2.297)
O (-0.068, 5.692, 1.812)
H (-2.290, 5.117, 3.015)
H (-2.741, 2.889, 4.013)
H (1.193, 1.512, 2.729)
H (1.651, 3.737, 1.732)
C (-5.990, -1.844, 2.236)
C (-5.145, -1.500, 1.266)
C (-3.827, -0.899, 1.576)
O (-3.056, -0.583, 0.696)
C (-3.484, -0.694, 3.001)
C (-4.331, -1.039, 3.970)
C (-5.647, -1.640, 3.661)
O (-6.423, -1.955, 4.546)
H (-6.958, -2.283, 2.031)
H (-5.379, -1.641, 0.217)
H (-2.516, -0.249, 3.206)
H (-4.099, -0.899, 5.019)
C (10.930, -2.245, 3.059)
C (11.607, -2.721, 4.103)
C (10.959, -3.601, 5.100)
O (11.576, -4.034, 6.054)
C (9.532, -3.933, 4.894)
C (8.854, -3.457, 3.850)
C (9.502, -2.577, 2.852)
O (8.888, -2.144, 1.901)
H (11.387, -1.599, 2.319)
H (12.651, -2.490, 4.270)
H (9.075, -4.578, 5.634)
H (7.810, -3.688, 3.684)
C (-7.140, 3.815, 7.023)
C (-5.959, 4.245, 6.582)
C (-5.042, 3.345, 5.847)
O (-3.963, 3.736, 5.447)
C (-5.485, 1.954, 5.621)
C (-6.665, 1.522, 6.062)
C (-7.584, 2.421, 6.797)
O (-8.660, 2.031, 7.199)
H (-7.824, 4.457, 7.563)
H (-5.618, 5.261, 6.738)
H (-4.800, 1.315, 5.083)
H (-7.004, 0.504, 5.906)
C (3.922, 2.862, -4.392)
C (2.942, 3.503, -5.026)
C (2.062, 4.456, -4.312)
O (1.166, 5.040, -4.892)
C (2.312, 4.671, -2.869)
C (3.293, 4.029, -2.233)
C (4.172, 3.078, -2.949)
O (5.062, 2.497, -2.374)
H (4.576, 2.160, -4.894)
H (2.745, 3.358, -6.081)
H (1.658, 5.371, -2.365)
H (3.492, 4.169, -1.176)
C (-4.375, -0.771, -4.380)
C (-3.530, -0.425, -5.349)
C (-2.214, 0.174, -5.042)
O (-1.452, 0.490, -5.934)
C (-1.866, 0.374, -3.618)
C (-2.710, 0.030, -2.646)
C (-4.029, -0.570, -2.955)
O (-4.802, -0.887, -2.073)
H (-5.343, -1.210, -4.586)
H (-3.765, -0.564, -6.397)
H (-0.897, 0.813, -3.414)
H (-2.475, 0.169, -1.598)
C (-7.107, -2.976, 8.929)
C (-6.261, -2.635, 7.958)
C (-4.944, -2.035, 8.266)
O (-4.171, -1.721, 7.384)
C (-4.601, -1.830, 9.692)
C (-5.448, -2.171, 10.662)
C (-6.765, -2.771, 10.354)
O (-7.536, -3.084, 11.239)
H (-8.075, -3.416, 8.724)
H (-6.494, -2.778, 6.909)
H (-3.633, -1.390, 9.897)
H (-5.215, -2.028, 11.709)
C (-3.347, -1.583, -11.191)
C (-4.149, -1.826, -10.156)
C (-4.797, -0.722, -9.413)
O (-5.526, -0.942, -8.467)
C (-4.522, 0.661, -9.864)
C (-3.720, 0.903, -10.899)
C (-3.072, -0.201, -11.643)
O (-2.343, 0.020, -12.587)
H (-2.863, -2.377, -11.746)
H (-4.362, -2.830, -9.811)
H (-5.005, 1.454, -9.308)
H (-3.507, 1.908, -11.243)
C (2.332, -3.205, -8.131)
C (3.158, -2.359, -7.518)
C (2.870, -0.908, -7.464)
O (3.623, -0.139, -6.907)
C (1.629, -0.433, -8.114)
C (0.803, -1.280, -8.727)
C (1.090, -2.729, -8.781)
O (0.335, -3.501, -9.339)
H (2.526, -4.269, -8.182)
H (4.070, -2.688, -7.036)
H (1.433, 0.630, -8.064)
H (-0.109, -0.950, -9.208)

Calculated values
calculated total energy	-4323.48364	a.u.
net charge	-1
HOMO energy	-4.1	eV
M	1227.91	g/mol

Record 3
A structure of composition C58H49N6NaO4 in a non-equilibrium geometry. Source: the Open Molecules 2025 dataset; level of theory: the ωB97M-V functional and the def2-TZVPD basis.

Positions of all 118 atoms, in Å:
Na (0.565, 0.796, -0.073)
N (-1.252, 2.337, 3.210)
C (-0.661, 2.486, 1.993)
N (0.604, 2.523, 1.800)
C (1.448, 2.265, 2.856)
N (2.691, 1.923, 2.694)
N (2.959, 1.749, 1.361)
C (3.946, 1.011, 1.070)
C (4.112, 0.646, -0.351)
C (5.333, 0.215, -0.862)
C (5.404, -0.153, -2.197)
C (4.259, -0.091, -2.972)
C (3.079, 0.337, -2.372)
N (3.004, 0.696, -1.099)
C (0.905, 2.313, 4.219)
C (1.699, 2.294, 5.365)
C (1.125, 2.248, 6.619)
C (-0.265, 2.206, 6.742)
C (-1.069, 2.224, 5.623)
C (-0.485, 2.282, 4.356)
H (-2.232, 2.113, 3.253)
H (-1.309, 2.618, 1.128)
H (4.603, 0.573, 1.826)
H (6.203, 0.171, -0.218)
H (6.341, -0.494, -2.622)
H (4.262, -0.385, -4.013)
H (2.146, 0.372, -2.922)
H (2.773, 2.294, 5.232)
H (1.748, 2.227, 7.504)
H (-0.720, 2.145, 7.723)
H (-2.147, 2.170, 5.710)
C (-2.742, -5.273, 1.008)
C (-2.840, -3.794, 0.672)
C (-4.281, -3.306, 0.578)
O (-2.203, -3.530, -0.555)
C (-1.082, -2.633, -0.348)
C (-1.451, -1.989, 1.002)
O (-2.134, -3.081, 1.652)
C (-0.348, -1.429, 1.970)
O (-0.062, -0.138, 1.688)
C (-0.886, -1.395, 3.422)
C (0.001, -1.430, 4.497)
C (-0.429, -1.213, 5.800)
C (-1.765, -0.952, 6.065)
C (-2.659, -0.889, 5.002)
C (-2.223, -1.101, 3.702)
C (0.864, -2.373, 1.868)
C (0.823, -3.679, 2.357)
C (1.886, -4.551, 2.160)
C (3.013, -4.131, 1.463)
C (3.066, -2.829, 0.984)
C (2.003, -1.958, 1.190)
C (-0.895, -1.703, -1.586)
O (0.064, -0.794, -1.330)
C (-2.258, -1.027, -1.909)
C (-2.511, 0.230, -1.362)
C (-3.677, 0.922, -1.662)
C (-4.630, 0.359, -2.500)
C (-4.403, -0.902, -3.034)
C (-3.227, -1.584, -2.742)
C (-0.458, -2.548, -2.827)
C (0.298, -1.862, -3.776)
C (0.761, -2.476, -4.929)
C (0.497, -3.821, -5.157)
C (-0.233, -4.528, -4.213)
C (-0.710, -3.900, -3.065)
H (-3.282, -5.866, 0.267)
H (-3.163, -5.464, 1.997)
H (-1.691, -5.563, 1.006)
H (-4.798, -3.819, -0.235)
H (-4.282, -2.237, 0.358)
H (-4.807, -3.489, 1.517)
H (-0.167, -3.225, -0.243)
H (-2.149, -1.160, 0.834)
H (1.050, -1.618, 4.305)
H (0.291, -1.238, 6.612)
H (-2.103, -0.781, 7.081)
H (-3.708, -0.680, 5.189)
H (-2.937, -1.050, 2.890)
H (-0.060, -4.013, 2.888)
H (1.830, -5.564, 2.545)
H (3.839, -4.812, 1.295)
H (3.936, -2.486, 0.433)
H (2.061, -0.943, 0.819)
H (-1.777, 0.683, -0.707)
H (-3.815, 1.917, -1.255)
H (-5.535, 0.904, -2.747)
H (-5.136, -1.354, -3.694)
H (-3.059, -2.560, -3.180)
H (0.519, -0.826, -3.557)
H (1.337, -1.904, -5.649)
H (0.865, -4.312, -6.051)
H (-0.438, -5.582, -4.366)
H (-1.281, -4.473, -2.351)
N (-0.591, 2.965, -1.069)
C (-0.039, 3.581, -2.000)
C (-0.158, 3.157, -3.463)
C (-0.098, 4.060, -4.524)
C (-0.334, 3.651, -5.833)
C (-0.628, 2.323, -6.104)
C (-0.695, 1.411, -5.053)
C (-0.467, 1.824, -3.749)
C (0.824, 4.820, -1.746)
C (0.484, 5.673, -0.699)
C (1.287, 6.748, -0.356)
C (2.475, 6.984, -1.043)
C (2.839, 6.130, -2.075)
C (2.015, 5.067, -2.427)
H (0.128, 5.102, -4.323)
H (-0.291, 4.375, -6.640)
H (-0.816, 2.000, -7.122)
H (-0.942, 0.374, -5.250)
H (-0.553, 1.132, -2.913)
H (-0.415, 5.435, -0.141)
H (0.999, 7.401, 0.462)
H (3.114, 7.814, -0.766)
H (3.774, 6.287, -2.603)
H (2.309, 4.403, -3.234)

Calculated values
calculated total energy	-3031.43254	a.u.
net charge	-2
HOMO energy	-0.9	eV
M	917.06	g/mol

Record 4
A cluster of 8 separate species, C58H50BrNO17 in total. Source: the Open Molecules 2025 dataset; level of theory: the ωB97M-V functional and the def2-TZVPD basis.

Positions of all 127 atoms, in Å:
C (-0.122, -4.504, -0.255)
C (-0.322, -5.762, -1.070)
O (-0.715, -6.769, -0.550)
N (-0.007, -5.740, -2.474)
C (-0.848, -4.816, -3.258)
C (-0.086, -4.267, -4.473)
C (0.363, -2.809, -4.357)
C (-0.807, -1.808, -4.308)
C (-1.074, -1.250, -2.910)
C (-0.256, 0.018, -2.612)
C (0.854, -0.245, -1.589)
C (0.425, -0.378, -0.148)
C (-0.605, 0.384, 0.398)
C (-0.941, 0.251, 1.736)
C (-0.281, -0.653, 2.555)
C (0.755, -1.418, 2.027)
C (1.100, -1.265, 0.689)
O (-2.509, -0.994, -2.890)
C (-3.044, -0.616, -1.732)
O (-3.041, -1.194, -0.705)
Br (-3.975, 1.073, -1.937)
H (0.034, -3.610, -0.857)
H (-0.996, -4.333, 0.371)
H (0.744, -4.637, 0.393)
H (0.970, -5.496, -2.599)
H (-1.197, -3.997, -2.622)
H (-1.729, -5.358, -3.599)
H (0.795, -4.885, -4.661)
H (-0.714, -4.377, -5.358)
H (1.048, -2.684, -3.516)
H (0.936, -2.598, -5.262)
H (-1.713, -2.342, -4.603)
H (-0.697, -0.997, -5.025)
H (-0.817, -2.010, -2.172)
H (0.228, 0.348, -3.532)
H (-0.889, 0.848, -2.299)
H (1.332, -1.187, -1.872)
H (1.643, 0.506, -1.656)
H (-1.120, 1.106, -0.224)
H (-1.739, 0.862, 2.140)
H (-0.559, -0.750, 3.596)
H (1.298, -2.127, 2.639)
H (1.920, -1.855, 0.295)
O (-8.790, -1.070, -4.565)
C (-7.686, -1.219, -5.048)
C (-7.520, -1.671, -6.452)
C (-6.313, -1.831, -6.986)
C (-5.083, -1.562, -6.199)
O (-3.981, -1.709, -6.684)
C (-5.250, -1.108, -4.795)
C (-6.458, -0.949, -4.262)
H (-8.432, -1.858, -7.005)
H (-6.165, -2.160, -8.007)
H (-4.337, -0.917, -4.248)
H (-6.605, -0.618, -3.241)
O (1.915, -3.495, 4.091)
C (2.787, -3.434, 4.933)
C (4.110, -2.839, 4.617)
C (5.072, -2.778, 5.533)
C (4.860, -3.299, 6.908)
O (5.742, -3.248, 7.738)
C (3.534, -3.887, 7.221)
C (2.573, -3.950, 6.305)
H (4.240, -2.467, 3.608)
H (6.047, -2.353, 5.329)
H (3.405, -4.267, 8.227)
H (1.603, -4.384, 6.507)
O (-8.857, 2.923, -7.097)
C (-9.905, 2.819, -6.495)
C (-10.995, 3.812, -6.671)
C (-12.143, 3.696, -6.010)
C (-12.384, 2.569, -5.070)
O (-13.433, 2.467, -4.472)
C (-11.292, 1.579, -4.896)
C (-10.144, 1.695, -5.557)
H (-10.798, 4.622, -7.361)
H (-12.954, 4.405, -6.120)
H (-11.484, 0.765, -4.208)
H (-9.341, 0.984, -5.442)
O (3.968, 1.185, -0.968)
C (4.427, 2.225, -1.396)
C (5.846, 2.589, -1.165)
C (6.349, 3.730, -1.627)
C (5.510, 4.686, -2.396)
O (5.971, 5.724, -2.819)
C (4.090, 4.320, -2.625)
C (3.589, 3.180, -2.161)
H (6.437, 1.876, -0.602)
H (7.380, 4.019, -1.472)
H (3.498, 5.034, -3.182)
H (2.555, 2.896, -2.312)
O (4.594, -6.474, 5.385)
C (5.603, -6.633, 4.732)
C (5.540, -6.986, 3.292)
C (6.648, -7.156, 2.577)
C (7.993, -6.997, 3.188)
O (9.002, -7.149, 2.534)
C (8.054, -6.643, 4.629)
C (6.946, -6.473, 5.345)
H (4.549, -7.096, 2.870)
H (6.630, -7.415, 1.526)
H (9.044, -6.532, 5.052)
H (6.963, -6.212, 6.396)
O (2.658, 4.547, 0.258)
C (2.211, 4.284, 1.356)
C (2.188, 5.295, 2.445)
C (1.706, 4.999, 3.649)
C (1.166, 3.649, 3.957)
O (0.725, 3.384, 5.055)
C (1.186, 2.644, 2.867)
C (1.671, 2.939, 1.663)
H (2.582, 6.275, 2.204)
H (1.681, 5.721, 4.455)
H (0.802, 1.661, 3.098)
H (1.698, 2.212, 0.859)
O (1.785, 9.720, 9.037)
C (1.707, 9.457, 7.857)
C (2.854, 9.679, 6.940)
C (2.767, 9.392, 5.644)
C (1.520, 8.837, 5.061)
O (1.441, 8.572, 3.880)
C (0.372, 8.616, 5.976)
C (0.459, 8.902, 7.272)
H (3.752, 10.084, 7.389)
H (3.588, 9.545, 4.956)
H (-0.526, 8.210, 5.527)
H (-0.362, 8.748, 7.960)

Calculated values
calculated total energy	-6147.75409	a.u.
SMILES	CC(=O)NCCCC[C@@H](CCc1ccccc1)OC(=O)Br.O=C1C=CC(=O)C=C1.O=C1C=CC(=O)C=C1.O=C1C=CC(=O)C=C1.O=C1C=CC(=O)C=C1.O=C1C=CC(=O)C=C1.O=C1C=CC(=O)C=C1.O=C1C=CC(=O)C=C1
HOMO energy	-9.3	eV
M	1112.93	g/mol